Entry 1:
{
  "formula": "C18H34InN2O4S",
  "method": "ωB97M-V/def2-TZVPD",
  "orbital_gap_ev": 5.663,
  "total_charge": -1,
  "elements": ["H", "C", "C", "C", "H", "H", "S", "C", "H", "C", "C", "C", "C", "H", "H", "C", "C", "O", "C", "H", "O", "H", "H", "O", "O", "C", "H", "H", "H", "H", "H", "H", "H", "H", "H", "C", "H", "H", "H", "H", "In", "H", "C", "H", "C", "H", "H", "H", "H", "H", "H", "H", "N", "N", "C", "C", "H", "H", "C", "H"],
  "xyz": [[-3.0288, 2.2420, 3.2611], [-2.3642, -2.3941, 0.5424], [-3.8857, 1.4771, -2.4426], [-0.1038, -2.8327, -0.3992], [-1.9211, 3.6659, 1.1256], [1.6761, 1.2542, -4.5244], [-0.2312, 0.9735, -2.9896], [4.9059, 1.2541, -0.1232], [-3.3163, 2.4446, -2.7695], [-1.3974, 3.0834, 1.9757], [-2.8163, -1.6178, -0.7970], [1.1944, -1.9104, -0.7708], [-3.4790, 1.5719, 1.1692], [-4.3218, 0.9113, 1.5958], [-0.7924, -3.1046, 2.9192], [4.4566, 0.0532, 1.7104], [-1.0354, 4.7931, 4.3022], [4.6895, -0.0181, -0.5613], [-2.4114, 1.8519, 2.3481], [-1.8693, 0.9087, 2.7162], [5.0725, 2.2004, -0.8435], [1.1789, -4.4750, 2.8588], [0.3041, 0.8399, -0.4810], [-0.4337, -3.8276, -1.1378], [4.9092, 1.3130, 1.2383], [-1.0836, 3.9785, 3.2712], [1.2468, -1.0539, 0.0185], [1.9275, -0.2313, -3.4584], [4.9767, -0.2270, 2.6285], [-2.9404, 0.4518, -4.0191], [3.4523, 1.1439, -2.2022], [-4.9233, 1.8303, -2.0913], [1.0481, -1.4769, -1.8241], [1.1094, -4.8862, 1.0582], [-2.3182, -1.9830, -1.7658], [2.5521, 1.7983, -2.5336], [-0.4826, 2.4637, -1.0522], [3.3835, 0.1170, 1.9150], [3.0209, 2.6087, -3.2293], [5.7805, -1.2819, 0.6337], [-2.6275, 0.6400, -0.7051], [-3.9574, -1.8348, -0.9269], [1.5758, 0.8687, -3.4270], [-0.4167, 2.6078, 1.6163], [-0.4825, 1.3081, -1.1746], [2.1841, -2.4889, -0.7088], [-2.8413, -1.8103, 1.4344], [-1.2826, -4.4230, 1.7002], [-4.3545, -0.3221, -3.4335], [-0.9129, 5.3436, 5.2977], [-2.8421, -3.4565, 0.5204], [1.7207, -3.2101, 1.6276], [-0.8878, -2.4179, 0.7953], [-3.8982, 0.5772, -3.6461], [4.7691, -0.8682, 0.5720], [-0.5978, -3.4864, 1.8362], [4.0544, -1.6894, 0.4925], [-3.9515, 2.5984, 0.8708], [0.9244, -4.0215, 1.8132], [2.0461, 2.3260, -1.6496]],
  "forces_ev_per_a": [[1.18, -0.72, -1.32], [-1.70, 0.42, -0.62], [0.99, 1.27, 0.31], [-0.44, -2.38, -2.99], [1.16, -0.58, 1.57], [-0.45, -0.78, 1.87], [0.39, -0.24, 0.69], [0.22, 1.25, -0.86], [-1.12, -1.48, 0.48], [0.03, -0.71, 1.02], [-0.50, -0.58, 0.14], [-0.72, 0.15, 1.03], [0.23, 0.62, 0.92], [1.19, 0.98, -0.62], [0.15, -0.27, -2.04], [-0.32, -0.16, 0.85], [0.02, -4.35, -4.59], [0.12, 0.55, 0.25], [-1.35, 1.10, 0.97], [-0.57, 1.42, -0.78], [0.04, -1.07, 0.95], [-0.55, 0.82, -1.78], [-1.05, 0.65, -1.16], [1.47, 4.31, 3.24], [0.09, -0.04, -0.60], [-0.59, 3.82, 4.02], [-0.15, -1.46, -1.56], [-0.52, 1.73, 0.30], [0.00, 0.21, -0.09], [-0.97, -0.19, 0.67], [-1.81, 1.33, -0.40], [1.28, -0.69, -0.90], [0.13, -0.66, 1.64], [-0.50, 1.68, 1.12], [-0.61, 0.17, 1.58], [0.91, -0.39, -0.95], [0.31, -1.87, -0.03], [0.06, -0.01, -0.05], [-0.91, -1.29, 1.36], [-0.04, 0.05, 0.00], [-0.57, 0.06, -0.55], [1.91, 0.32, 0.26], [1.07, 0.65, -0.57], [-1.37, 1.07, 0.32], [0.76, 1.20, 0.20], [-1.64, 0.51, -0.27], [0.90, -1.15, -1.39], [1.07, 1.63, 0.03], [0.84, 0.58, -0.12], [-0.24, -1.17, -2.27], [1.06, 1.43, 0.20], [-1.40, -1.06, 0.24], [0.42, -1.86, -0.34], [-0.52, 0.23, -0.11], [0.03, -0.91, -0.04], [0.60, -0.81, 0.98], [0.05, 0.16, -0.17], [0.69, -1.74, 0.60], [0.55, -0.72, 0.64], [0.69, -1.02, -1.31]]
}

Entry 2:
{
  "formula": "C25H48OP4Pt",
  "method": "ωB97M-V/def2-TZVPD",
  "orbital_gap_ev": [6.654, 4.997],
  "spin_multiplicity": 5,
  "de_lowest_ev": 1.199,
  "s_squared": 6.04,
  "total_charge": 4,
  "elements": ["C", "C", "H", "H", "C", "H", "H", "C", "H", "H", "H", "H", "H", "H", "C", "Pt", "H", "H", "C", "C", "H", "C", "H", "H", "C", "H", "H", "C", "H", "H", "H", "H", "C", "H", "C", "H", "H", "C", "H", "H", "H", "H", "H", "O", "H", "P", "H", "H", "C", "C", "H", "C", "C", "H", "C", "C", "H", "H", "H", "H", "P", "C", "H", "H", "H", "H", "C", "H", "C", "H", "H", "C", "P", "H", "H", "H", "C", "C", "P"],
  "xyz": [[-1.2119, -0.0493, -6.6664], [2.9195, 0.4795, 2.5131], [-3.5642, -0.3754, 0.4044], [-2.8978, 2.4694, 2.0679], [-0.9745, -3.0182, 1.2536], [0.4750, 3.9066, 0.7689], [-3.3805, 0.3372, -5.1470], [-1.9229, 1.3104, 4.0606], [0.7102, 0.1100, 4.1831], [0.9308, 1.3018, -2.3792], [3.7958, -0.1019, 2.8302], [2.8048, -2.7289, -0.2314], [-3.1135, 0.9086, 5.8164], [-2.2085, 3.4269, 0.7262], [-1.2463, 1.9128, 6.3098], [-0.1646, 0.2948, -0.0781], [2.7702, 0.6428, -2.1126], [-3.5717, -1.9779, 1.2399], [-0.7867, 1.9475, 3.5089], [2.9114, -0.4089, -1.8234], [2.1875, -3.5543, -1.7080], [-2.1769, 1.3339, 5.4364], [-0.3715, -1.1134, 3.4761], [0.9024, 3.2333, 4.0501], [0.4934, 1.6987, -1.4536], [-0.2307, -1.9249, -3.3771], [-1.9755, -0.4779, -7.3101], [0.0545, 0.2825, -7.1679], [2.0792, 0.9433, -6.6672], [0.6343, 2.9898, 6.4543], [-1.2556, -2.9073, -1.7729], [1.2341, 3.4542, 2.3044], [0.8192, 3.0714, 1.3797], [3.1839, 1.0965, 1.6451], [0.8491, -1.9897, -3.1966], [-1.6078, 1.2705, -2.0421], [2.0716, -3.1214, 1.7802], [2.5701, -2.2731, 2.2530], [1.6376, 2.5563, 0.8736], [0.2791, 0.1673, -8.2318], [-0.7133, 0.5638, -3.3967], [1.1426, -1.6180, 4.2780], [-1.4145, 1.8884, 7.3876], [-2.6804, -0.1061, -4.6589], [1.0408, 2.5121, -0.9706], [-0.5404, 1.9045, 1.6617], [3.4700, -0.9370, -2.6143], [-0.5170, -2.7128, 2.2043], [-2.2335, 2.4408, 1.1992], [0.0805, 2.6159, 4.4072], [-2.9135, -2.8499, -1.1175], [-0.9352, 1.7798, -1.3469], [-0.1075, 2.5343, 5.7898], [-2.2751, -1.4612, -2.0478], [0.6737, -0.8480, 3.6591], [-0.4381, 0.5091, -4.4463], [-2.6565, 1.7200, 0.4868], [3.5651, -2.1398, 1.8224], [1.3833, -1.4708, -3.9985], [2.6820, -2.4921, 3.3184], [1.3099, -1.2849, -1.5406], [1.9175, -2.9003, -0.8596], [-0.3055, -3.6881, 0.7029], [2.5788, 1.1180, 3.3360], [1.1054, -3.3746, -0.2884], [-2.6443, 0.8171, 3.4049], [-2.0200, -2.2574, -1.3382], [-2.7729, -0.5653, 2.0178], [1.0725, 0.7189, -6.3037], [1.1440, -3.0464, -3.2706], [1.5899, 1.1772, -4.2176], [-3.0002, -1.0559, 1.0599], [-1.4614, -1.5834, 0.2521], [-1.3189, 2.7269, -0.9703], [-1.9173, -3.5464, 1.4558], [3.4834, -0.4295, -0.8817], [-1.4603, 0.1056, -5.2932], [0.8258, 0.8439, -4.9308], [1.6080, -0.7316, 2.0785]],
  "forces_ev_per_a": [[0.92, 0.08, -1.49], [-0.14, 0.27, -0.44], [0.12, -0.26, 0.28], [0.19, 0.31, -0.18], [-0.05, -0.02, -0.07], [0.12, 0.13, 0.04], [-0.73, -0.33, -0.59], [-1.20, -0.46, 1.62], [0.01, -0.23, -0.03], [-0.13, 0.11, 0.89], [-0.19, 0.31, -0.03], [-0.46, -0.24, -0.22], [0.50, 0.09, -0.09], [-0.15, -0.04, 0.25], [-0.27, -0.17, 0.82], [2.23, -2.96, 1.54], [0.17, -0.47, 0.07], [-0.12, 0.38, 0.04], [0.27, 0.36, -0.36], [-0.13, -0.04, -0.10], [0.01, 0.34, 0.59], [-0.84, -0.65, -1.97], [0.12, 0.04, 0.21], [-0.14, -0.32, 0.18], [-1.22, 1.29, -1.98], [0.34, 0.02, -0.13], [0.06, 0.22, -0.03], [-1.68, -0.70, -0.30], [-0.40, -0.08, -0.14], [-0.38, -0.10, -0.21], [-0.19, 0.02, 0.09], [-0.12, 0.24, -0.05], [-0.02, 0.38, -0.14], [0.14, -0.11, 0.31], [-0.36, 0.28, -0.41], [0.16, 0.34, 0.17], [0.17, 0.03, 0.18], [0.03, -0.53, -0.57], [-0.19, 0.11, 0.07], [-0.21, 0.00, 0.35], [0.38, 0.03, -0.37], [-0.19, 0.20, -0.01], [0.00, 0.05, -0.23], [2.85, 0.71, -0.94], [0.08, -0.40, -0.42], [-0.50, -0.18, 1.36], [-0.06, 0.20, 0.39], [-0.20, -0.22, -0.35], [-0.60, 0.34, 0.05], [0.43, 0.37, 1.51], [0.05, -0.05, -0.21], [0.78, 1.25, -1.21], [1.41, 0.80, -1.48], [0.01, -0.14, 0.21], [-0.48, 0.14, -0.25], [2.24, 0.67, 0.98], [0.22, 0.33, 0.28], [-0.12, -0.15, -0.08], [-0.18, -0.04, 0.22], [0.07, 0.14, -0.14], [1.14, -0.92, -0.28], [0.00, 0.22, 0.17], [-0.31, 0.12, 0.33], [0.15, -0.05, -0.22], [0.68, 0.05, -0.29], [0.23, 0.22, 0.33], [0.04, -0.10, 0.19], [-0.17, -0.27, -0.36], [0.76, 0.35, 0.14], [-0.17, 0.40, 0.22], [-0.20, -0.08, -0.67], [-0.01, -0.01, 0.00], [-0.89, -0.17, 0.12], [-0.10, -0.56, 0.18], [0.33, -0.07, 0.06], [-0.12, -0.02, -0.37], [-2.53, -0.43, 0.47], [-1.50, -0.20, 1.44], [0.23, -0.18, 1.04]]
}